(1)
{"formula": "C48H39N14SZr", "method": "the ωB97M-V functional and the def2-TZVPD basis", "elements": ["Zr", "C", "C", "C", "C", "C", "N", "C", "C", "C", "C", "C", "C", "C", "C", "N", "C", "N", "C", "N", "C", "N", "C", "N", "C", "N", "C", "C", "C", "C", "C", "C", "C", "C", "C", "C", "C", "C", "C", "C", "N", "H", "H", "H", "H", "H", "H", "H", "H", "H", "H", "H", "H", "H", "H", "H", "H", "C", "C", "N", "C", "S", "N", "N", "C", "C", "C", "C", "C", "C", "C", "N", "H", "H", "H", "H", "H", "H", "H", "H", "H", "H", "H", "H", "H", "N", "C", "N", "C", "C", "C", "C", "C", "H", "H", "H", "H", "H", "H", "H", "H", "H", "H"], "xyz": [[-0.07, 0.61, 0.02], [-1.12, -2.23, 5.88], [-0.61, -1.00, 6.31], [-0.43, 0.06, 5.44], [-0.77, -0.13, 4.10], [-0.73, 0.72, 2.94], [-0.59, 2.03, 3.01], [-0.64, 2.87, 2.00], [-0.77, 4.31, 2.06], [-0.94, 5.21, 3.10], [-1.18, 6.54, 2.79], [-1.23, 6.98, 1.47], [-1.02, 6.11, 0.42], [-0.80, 4.77, 0.71], [-0.68, 3.60, -0.11], [-0.61, 3.57, -1.46], [-0.86, 2.45, -2.09], [-1.32, 1.30, -1.53], [-1.45, 0.28, -2.54], [-2.75, -0.31, -2.52], [-2.72, -1.50, -2.11], [-1.24, -2.31, -0.44], [-2.35, -2.36, 0.36], [-2.33, -2.09, 1.61], [-1.52, -1.25, 2.27], [-1.10, -0.04, 1.81], [-1.29, -1.37, 3.68], [-1.46, -2.43, 4.56], [-3.59, -2.78, -0.29], [-4.57, -3.51, 0.36], [-5.71, -3.88, -0.32], [-5.92, -3.46, -1.63], [-4.98, -2.66, -2.27], [-3.80, -2.34, -1.61], [-1.07, 0.95, -3.84], [-1.02, 0.46, -5.12], [-0.59, 1.33, -6.12], [-0.22, 2.64, -5.83], [-0.27, 3.13, -4.53], [-0.70, 2.27, -3.53], [-0.62, 2.50, 0.67], [-1.25, -3.03, 6.59], [-0.36, -0.89, 7.35], [-0.06, 1.01, 5.78], [-0.91, 4.87, 4.13], [-1.35, 7.25, 3.58], [-1.46, 8.02, 1.26], [-1.05, 6.44, -0.61], [-1.87, -3.37, 4.21], [-4.41, -3.79, 1.39], [-6.46, -4.49, 0.17], [-6.81, -3.75, -2.15], [-5.15, -2.31, -3.27], [-1.31, -0.55, -5.35], [-0.54, 0.98, -7.14], [0.11, 3.28, -6.63], [0.03, 4.14, -4.31], [2.75, 5.01, -1.81], [3.82, 4.08, -1.24], [3.36, 3.37, -0.07], [2.56, 2.31, -0.16], [2.15, 1.48, 1.30], [2.27, 1.89, -1.37], [1.49, 0.81, -1.53], [1.60, 0.16, -2.66], [2.62, 0.51, -3.70], [0.70, -0.96, -2.85], [0.95, -2.05, -3.61], [0.06, -3.16, -3.59], [-0.98, -3.19, -2.74], [-1.30, -2.03, -1.87], [-0.49, -0.84, -2.10], [3.13, 5.51, -2.69], [1.87, 4.43, -2.08], [2.46, 5.75, -1.08], [4.09, 3.33, -1.99], [4.72, 4.65, -0.97], [3.58, 3.70, 0.86], [3.02, 1.50, -3.48], [3.45, -0.20, -3.69], [2.18, 0.51, -4.70], [1.86, -2.11, -4.18], [0.26, -4.00, -4.25], [-1.67, -4.02, -2.69], [-0.32, -2.40, -0.03], [1.20, -1.29, 0.52], [1.82, -1.88, 1.31], [2.45, -2.57, 2.18], [1.79, -3.05, 3.39], [1.63, -4.58, 3.31], [2.79, -5.20, 2.52], [4.05, -4.35, 2.65], [3.83, -2.99, 1.99], [0.82, -2.56, 3.51], [2.42, -2.77, 4.24], [0.68, -4.84, 2.83], [1.60, -4.97, 4.33], [2.52, -5.27, 1.46], [2.98, -6.21, 2.88], [4.90, -4.84, 2.18], [4.29, -4.22, 3.71], [4.02, -3.06, 0.91], [4.50, -2.23, 2.41]], "orbital_gap_ha": 0.1735, "charge": 1, "total_energy_ha": -3064.34548, "lumo_ev": -3.5, "homo_energy_ev": -8.19}

=====

(2)
{"formula": "C48H39N6O2P2S4Ta", "method": "the ωB97M-V functional and the def2-TZVPD basis", "elements": ["Ta", "C", "O", "C", "C", "C", "C", "C", "C", "N", "N", "C", "C", "O", "C", "C", "C", "C", "C", "C", "C", "C", "H", "H", "H", "H", "H", "H", "H", "H", "H", "H", "H", "H", "H", "S", "P", "C", "P", "S", "C", "C", "C", "C", "C", "C", "C", "C", "C", "C", "C", "C", "C", "C", "C", "C", "C", "C", "C", "C", "C", "C", "C", "C", "H", "H", "H", "H", "H", "H", "H", "H", "H", "H", "H", "H", "H", "H", "H", "H", "H", "H", "H", "H", "N", "C", "N", "C", "C", "S", "C", "C", "S", "C", "N", "N", "H", "H", "H", "H", "H", "H"], "xyz": [[0.01, 0.18, 0.93], [2.45, -2.24, 0.27], [1.62, -1.63, 1.27], [1.89, -2.10, 2.54], [2.73, -3.15, 2.85], [2.91, -3.49, 4.18], [2.26, -2.79, 5.19], [1.42, -1.74, 4.88], [1.23, -1.40, 3.54], [0.37, -0.37, 3.08], [-0.29, 0.13, 4.07], [-1.04, 1.23, 3.95], [-0.76, 2.19, 2.96], [0.09, 1.91, 2.00], [-1.30, 3.50, 3.07], [-2.19, 3.77, 4.06], [-2.58, 2.80, 5.03], [-3.52, 3.10, 6.03], [-3.86, 2.16, 6.97], [-3.26, 0.89, 6.94], [-2.34, 0.57, 5.97], [-1.98, 1.52, 5.01], [3.49, -2.10, 0.52], [2.21, -1.75, -0.66], [2.20, -3.30, 0.19], [3.25, -3.71, 2.08], [3.57, -4.31, 4.43], [2.43, -3.06, 6.22], [0.93, -1.17, 5.65], [-0.99, 4.25, 2.35], [-2.63, 4.76, 4.12], [-3.97, 4.09, 6.04], [-4.59, 2.40, 7.74], [-3.53, 0.16, 7.68], [-1.90, -0.41, 5.94], [-1.27, -1.83, -0.05], [-0.42, -1.28, -1.81], [0.61, -0.13, -1.06], [1.96, 0.86, -1.45], [2.26, 1.43, 0.49], [1.66, 2.21, -2.61], [2.69, 3.12, -2.84], [2.51, 4.15, -3.76], [1.32, 4.25, -4.46], [0.30, 3.33, -4.25], [0.46, 2.32, -3.32], [3.41, 0.10, -2.19], [4.55, -0.19, -1.45], [5.65, -0.78, -2.05], [5.61, -1.08, -3.41], [4.48, -0.79, -4.16], [3.39, -0.19, -3.56], [0.25, -2.71, -2.68], [1.61, -2.90, -2.91], [2.05, -4.05, -3.56], [1.13, -5.00, -3.97], [-0.22, -4.81, -3.74], [-0.67, -3.66, -3.11], [-1.61, -0.60, -2.96], [-2.84, -0.09, -2.54], [-3.68, 0.54, -3.45], [-3.30, 0.66, -4.78], [-2.09, 0.14, -5.21], [-1.25, -0.49, -4.31], [3.63, 3.03, -2.31], [3.31, 4.86, -3.92], [1.19, 5.04, -5.19], [-0.62, 3.40, -4.81], [-0.35, 1.62, -3.13], [4.58, 0.06, -0.39], [6.54, -0.99, -1.47], [6.47, -1.54, -3.88], [4.46, -1.01, -5.22], [2.52, 0.07, -4.16], [2.33, -2.15, -2.63], [3.10, -4.18, -3.75], [1.47, -5.90, -4.47], [-0.94, -5.56, -4.07], [-1.73, -3.52, -2.96], [-3.14, -0.21, -1.51], [-4.63, 0.92, -3.12], [-3.96, 1.15, -5.48], [-1.80, 0.22, -6.25], [-0.31, -0.91, -4.65], [-1.73, -2.30, 3.45], [-2.55, -1.46, 2.78], [-2.17, -0.44, 2.02], [-3.29, 0.15, 1.45], [-4.48, -0.37, 1.78], [-4.25, -1.69, 2.86], [-3.01, 1.27, 0.56], [-3.87, 2.18, 0.07], [-3.00, 3.45, -0.71], [-1.51, 2.69, -0.29], [-1.66, 1.49, 0.27], [-0.36, 3.31, -0.49], [-0.76, -2.35, 3.20], [-2.12, -3.14, 3.84], [-5.46, -0.07, 1.46], [-4.93, 2.22, 0.19], [-0.33, 4.21, -0.93], [0.49, 3.01, 0.00]], "orbital_gap_ha": 0.2390, "charge": 2, "total_energy_ha": -4663.75111, "lumo_ev": -6.1, "homo_energy_ev": -12.62}